(1)
Molecular formula: C3H2N2O2
Method: DFT, ωB97M-V/def2-TZVPD

Computed properties:
**HOMO energy (alpha / beta)**: -8.12 / -11.56 eV
**Molecular weight**: 98.1 u
**LUMO (alpha / beta)**: 0.009 / -0.062 Ha
**Relative energy (zero: lowest compared OMol25 entry of this formula, charge and spin)**: 19.3 kJ/mol
**Gap between HOMO and LUMO (alpha / beta)**: 8.4 / 9.9 eV
**Multiplicity**: 3
**Energy**: -10214.502 eV
**Charge**: 0
**Strongest force on any atom**: 3.62 eV/A

Element x y z (Å)
C1 -2.09161 0.94113 -0.07654
C2 -2.58529 0.07638 -0.85379
C3 -0.23789 -2.54825 -0.06675
N1 -1.47984 1.34929 0.92784
N2 -0.78986 -3.38821 0.56495
O1 -3.40435 -0.25956 -1.62513
O2 0.37391 -1.61403 -0.39719
H1 -0.81856 0.62264 1.28528
H2 -1.30487 -4.20541 0.40572

(2)
Molecular formula: C3H2N2O3
Method: DFT, ωB97M-V/def2-TZVPD

Computed properties:
**SMILES**: N#C/C(=N\O)OC=O
**HOMO energy**: -10.17 eV
**Molecular weight**: 114.1 u
**LUMO**: -0.024 Ha
**Relative energy (zero: lowest compared OMol25 entry of this formula, charge and spin)**: 655.3 kJ/mol
**Gap between HOMO and LUMO**: 9.5 eV
**Energy**: -12260.190 eV
**Charge**: 0
**Strongest force on any atom**: 12.84 eV/A

Element x y z (Å)
N1 -0.40018 -1.89905 1.58829
C1 0.14795 -1.23522 0.59062
C2 0.30175 -0.26883 -0.43914
N2 1.48996 0.23216 -0.69906
O1 2.57361 -0.31080 -0.27588
O2 -0.81762 0.53124 -0.94979
C3 -1.85070 0.78268 0.06797
O3 -1.92335 0.60196 1.35430
H1 3.14883 0.31724 -0.64098
H2 -2.67025 1.24862 -0.59633